Entry 1:
{"formula": "C26H29F6GeHfN5O6S2", "method": "ωB97M-V/def2-TZVPD", "elements": ["Hf", "N", "C", "C", "C", "C", "N", "C", "N", "N", "C", "O", "O", "H", "H", "H", "H", "H", "H", "H", "H", "H", "H", "H", "H", "H", "H", "F", "C", "F", "F", "S", "O", "O", "N", "S", "O", "O", "C", "F", "F", "F", "C", "C", "C", "C", "C", "C", "Ge", "C", "C", "C", "C", "C", "C", "C", "C", "C", "C", "C", "C", "H", "H", "H", "H", "H", "H", "H", "H", "H", "H", "H", "H", "H", "H", "H"], "xyz": [[0.431059, 1.199322, -0.328148], [-1.378931, -0.057896, 0.498065], [-1.921902, -0.947120, -0.591317], [-2.162716, -2.367011, -0.063353], [-2.580349, -3.439649, -1.074323], [-3.923612, -3.254132, -1.780708], [-3.776268, -2.452555, -2.999290], [-4.680905, -2.403990, -3.974082], [-4.381853, -1.792599, -5.121372], [-5.887693, -2.935021, -3.804753], [-0.896651, -0.960211, -1.722044], [-1.154295, -1.279061, -2.847098], [0.302813, -0.545479, -1.299557], [-0.982562, -0.670368, 1.213229], [-2.144038, 0.439501, 0.949984], [-2.835304, -0.501420, -0.985188], [-2.908289, -2.305950, 0.734660], [-1.231583, -2.705641, 0.407727], [-2.639135, -4.371971, -0.512374], [-1.799377, -3.601313, -1.820286], [-4.653915, -2.793814, -1.108161], [-4.299933, -4.241702, -2.055779], [-2.859919, -2.053670, -3.179689], [-3.438837, -1.504160, -5.320660], [-5.039997, -1.760677, -5.882261], [-6.151548, -3.384139, -2.945150], [-6.558865, -2.955101, -4.555183], [1.699225, 5.662751, -0.669531], [2.257010, 4.524060, -0.982933], [2.233237, 3.699460, 0.089148], [3.493053, 4.679386, -1.374866], [1.299716, 3.698612, -2.365072], [1.335270, 2.251141, -1.996378], [1.885755, 4.059403, -3.590203], [-0.192519, 4.218840, -2.185853], [-1.121854, 3.389410, -1.281385], [-0.528107, 3.154078, 0.086288], [-1.456332, 2.029124, -1.730994], [-2.668569, 4.448880, -1.119777], [-3.390133, 4.225715, -2.185722], [-2.307030, 5.692652, -1.014615], [-3.272715, 4.017729, -0.032430], [1.317822, 2.387401, 5.773281], [0.725367, 2.853395, 4.605693], [0.882131, 2.144550, 3.426040], [1.623869, 0.959215, 3.414993], [2.208441, 0.489514, 4.594241], [2.059636, 1.212536, 5.768482], [1.906047, -0.036729, 1.810277], [1.659655, -1.915495, 1.880753], [2.348762, -2.793759, 1.036145], [2.155454, -4.158599, 1.165190], [1.268462, -4.649787, 2.119486], [0.574970, -3.781102, 2.956067], [0.768645, -2.413781, 2.842098], [3.055986, 0.687270, 0.435595], [3.949069, 1.707701, 0.825539], [4.965136, 2.090875, -0.024144], [5.069163, 1.517846, -1.293409], [4.181469, 0.534795, -1.705049], [3.186134, 0.098446, -0.840995], [1.200165, 2.945058, 6.692771], [0.148367, 3.768415, 4.616582], [0.426461, 2.530835, 2.516609], [2.777022, -0.433427, 4.604388], [2.520564, 0.857766, 6.680365], [3.056843, -2.422567, 0.306369], [2.707393, -4.843487, 0.535400], [1.131230, -5.718076, 2.223436], [-0.094552, -4.171820, 3.710838], [0.261836, -1.739662, 3.525428], [3.857596, 2.163823, 1.804744], [5.681583, 2.837964, 0.291496], [5.861749, 1.835823, -1.958818], [4.283778, 0.082777, -2.682528], [2.562350, -0.733126, -1.135933]], "forces_ev_per_a": [[0.43, -0.73, -0.84], [-0.16, 0.12, -0.07], [0.13, -0.02, -0.08], [0.00, 0.00, 0.10], [-0.01, -0.05, 0.03], [0.00, -0.01, -0.06], [-0.03, -0.04, 0.01], [-0.02, 0.00, 0.02], [0.00, -0.01, 0.00], [-0.02, -0.03, -0.02], [-0.33, 0.11, 0.22], [0.20, -0.13, 0.02], [0.05, 0.91, -0.22], [-0.04, 0.01, 0.08], [-0.02, 0.01, 0.01], [-0.02, 0.03, 0.04], [-0.03, 0.01, -0.02], [0.00, 0.00, 0.00], [-0.02, 0.00, 0.01], [0.00, 0.01, 0.00], [0.00, 0.01, 0.00], [0.00, 0.00, 0.00], [0.00, 0.03, 0.00], [0.00, -0.01, 0.01], [-0.01, 0.01, 0.01], [0.00, 0.02, 0.00], [0.00, 0.00, 0.00], [-0.02, 0.06, 0.01], [0.04, -0.05, 0.09], [-0.23, 0.20, -0.09], [0.06, 0.02, -0.03], [0.08, 0.24, -0.40], [0.09, -0.10, 0.56], [-0.08, -0.05, 0.05], [-0.27, 0.03, 0.03], [0.18, -0.08, -0.06], [0.24, -0.23, 0.18], [0.04, -0.14, 0.03], [-0.04, -0.04, 0.07], [-0.01, 0.01, -0.08], [0.01, 0.03, 0.04], [-0.03, -0.02, 0.02], [0.02, -0.02, 0.01], [-0.03, 0.03, -0.05], [0.12, -0.01, 0.06], [0.12, 0.05, -0.09], [-0.09, -0.02, 0.06], [-0.02, 0.01, 0.01], [0.00, -0.19, 0.56], [-0.06, 0.02, -0.09], [-0.07, -0.06, 0.03], [-0.01, -0.02, -0.01], [0.00, 0.03, -0.01], [-0.02, -0.02, 0.01], [0.04, -0.05, -0.01], [-0.30, 0.09, -0.23], [-0.03, 0.01, 0.02], [0.03, -0.01, -0.06], [0.03, 0.05, 0.05], [-0.06, -0.06, 0.00], [0.20, 0.02, 0.09], [0.00, 0.00, 0.00], [0.01, 0.00, 0.01], [-0.02, 0.04, -0.02], [0.01, 0.01, 0.00], [0.00, 0.00, 0.00], [0.02, -0.01, 0.02], [-0.01, -0.01, 0.01], [0.00, 0.00, 0.00], [0.00, -0.01, 0.00], [-0.01, 0.00, 0.00], [0.00, 0.01, -0.01], [0.00, 0.00, 0.00], [0.00, 0.00, 0.01], [0.00, 0.00, 0.00], [-0.03, -0.02, -0.04]], "total_charge": 3, "spin_multiplicity": 2, "gap_ev": [7.24, 6.26], "e_lumo_ev": [-8.76, -10.39]}

Entry 2:
{"formula": "C4H3NO", "method": "ωB97M-V/def2-TZVPD", "elements": ["O", "C", "C", "C", "C", "N", "H", "H", "H"], "xyz": [[-1.115047, 1.204342, -0.627188], [-0.383769, 0.179479, -0.061137], [1.019506, 0.157868, -0.196902], [2.224883, 0.258329, -0.215683], [-1.073925, -0.879170, 0.533091], [-1.633875, -1.741498, 1.184553], [-1.002704, 1.966781, -0.038974], [-1.321218, -1.511684, -0.393535], [3.286153, 0.365551, -0.184228]], "forces_ev_per_a": [[0.08, -0.05, 0.29], [1.13, 0.95, 0.11], [-0.09, 0.16, 0.19], [-0.18, -0.06, 0.01], [-0.66, -1.25, -0.78], [0.00, 0.23, 1.10], [-0.18, 0.01, -0.25], [0.06, 0.09, -0.58], [-0.15, -0.07, -0.09]], "spin_multiplicity": 1, "relative_energy_kcal_mol": 123.13, "gap_ev": [7.73, 8.09], "e_lumo_ev": [-0.74, -0.11]}

Entry 3:
{"formula": "C2HNO2", "method": "ωB97M-V/def2-TZVPD", "elements": ["N", "C", "C", "O", "O", "H"], "xyz": [[-2.397930, 0.068822, -0.101448], [-1.251469, -0.171725, 0.123331], [0.305124, 0.245508, -0.109794], [0.571966, 1.407561, -0.017713], [0.954079, -0.898485, -0.071222], [1.818230, -0.651679, 0.176846]], "forces_ev_per_a": [[4.08, -1.44, 1.23], [-2.46, 2.63, -2.45], [-4.40, 0.21, 2.35], [0.79, -1.75, -0.74], [-0.56, 0.33, -0.65], [2.54, 0.03, 0.25]], "smiles": "N#CC(=O)O", "spin_multiplicity": 1, "relative_energy_kcal_mol": 32.85, "gap_ev": 11.85, "e_lumo_ev": -0.19}

Entry 4:
{"formula": "C3H11N5O", "method": "ωB97M-V/def2-TZVPD", "elements": ["C", "N", "C", "N", "N", "H", "H", "H", "H", "H", "H", "H", "N", "C", "N", "O", "H", "H", "H", "H"], "xyz": [[3.066089, -0.613513, 0.188698], [1.959970, 0.009132, 0.869027], [1.015833, 0.581046, 0.188267], [0.272579, 1.519116, 0.916809], [0.807547, 0.429652, -1.171625], [3.538384, 0.044667, -0.552113], [3.840157, -0.811928, 0.929632], [2.761424, -1.523080, -0.339032], [0.660156, 1.731443, 1.824900], [-0.410261, 2.057712, 0.397882], [1.622600, 0.513209, -1.757655], [-0.043060, 0.866361, -1.506991], [-3.221598, -0.888721, -0.745133], [-2.155345, -0.168267, -0.233871], [-1.620559, -0.727193, 0.923568], [-2.019101, 0.980156, -0.640009], [-3.668938, -0.499833, -1.558985], [-3.277976, -1.885999, -0.615546], [-2.116579, -1.469141, 1.392927], [-1.011319, -0.144819, 1.489251]], "forces_ev_per_a": [[-0.39, -0.14, -0.14], [-0.62, 1.02, -0.42], [2.17, 0.34, 1.64], [-0.24, -1.02, -1.14], [-0.74, 0.21, 0.25], [-0.07, 0.12, -0.10], [-0.06, -0.34, -0.11], [0.23, -0.20, 0.05], [-0.20, 0.22, -0.40], [0.07, -0.01, 0.69], [-0.01, -0.13, 0.05], [0.30, 0.09, -0.16], [0.50, -0.58, -0.06], [-2.51, 0.11, 1.69], [0.19, 0.44, -0.94], [1.20, -0.22, -0.17], [0.20, -0.05, 0.03], [0.03, 0.08, -0.10], [0.07, 0.14, -0.28], [-0.12, -0.09, -0.38]], "smiles": "CN=C(N)N.NC(N)=O", "spin_multiplicity": 1, "relative_energy_kcal_mol": 0.00, "gap_ev": 8.84, "e_lumo_ev": 0.81}

no.,maximum force (eV/A),electronic energy (eV)
1,1.20,-142943.6144
2,1.61,-7727.4045
3,4.99,-7673.6863
4,3.03,-12788.1978